Record 1
90
Properties=species:S:1:pos:R:3 method="wB97M-V/def2-TZVPD" de_lowest_ev=0.000 e_homo_ha=-0.1413 gap_ha=0.220 e_lumo_ev=2.1281 total_charge=-1 e_tot_ha=-5024.1031
Cs 0.668 -0.759 0.513
C 5.747 1.506 0.193
C 4.318 1.108 -0.065
N 3.649 0.300 0.678
N 4.260 -0.170 1.797
C 3.679 -1.296 2.225
O 2.804 -1.956 1.632
C 4.198 -1.786 3.555
C 5.231 -1.148 4.238
C 5.665 -1.629 5.463
C 5.070 -2.753 6.025
C 4.040 -3.392 5.350
C 3.610 -2.911 4.122
C 3.626 1.660 -1.249
C 4.344 2.326 -2.250
C 3.675 2.846 -3.344
C 2.300 2.700 -3.424
C 1.665 2.022 -2.391
N 2.294 1.516 -1.338
H 6.039 1.126 1.168
H 6.421 1.083 -0.558
H 5.863 2.592 0.171
H 5.678 -0.272 3.789
H 6.470 -1.125 5.986
H 5.407 -3.127 6.985
H 3.568 -4.265 5.783
H 2.808 -3.388 3.574
H 5.416 2.428 -2.169
H 4.224 3.360 -4.124
H 1.725 3.086 -4.255
H 0.590 1.871 -2.426
C -0.580 -4.858 -0.652
P -1.235 -3.285 -1.342
C -3.034 -3.642 -1.288
C -0.936 -3.594 -3.143
C 0.545 -3.659 -3.533
P 1.555 -2.203 -2.980
C 3.062 -2.537 -3.983
C 0.794 -0.923 -4.054
H -0.961 -5.736 -1.181
H -0.860 -4.927 0.400
H 0.510 -4.850 -0.704
H -3.289 -4.601 -1.746
H -3.575 -2.844 -1.798
H -3.352 -3.644 -0.244
H -1.432 -2.786 -3.689
H -1.431 -4.527 -3.435
H 0.627 -3.748 -4.623
H 1.005 -4.555 -3.106
H 2.830 -2.707 -5.038
H 3.585 -3.408 -3.587
H 3.734 -1.681 -3.898
H 0.646 -1.284 -5.076
H 1.452 -0.053 -4.086
H -0.162 -0.586 -3.651
Br -1.578 -2.680 2.468
C -3.135 -1.679 2.956
C -4.118 -2.360 3.615
C -5.270 -1.669 4.042
C -5.378 -0.327 3.815
C -4.355 0.383 3.139
C -4.453 1.782 2.947
C -3.449 2.439 2.294
C -2.344 1.726 1.773
C -2.143 0.362 1.912
C -3.189 -0.290 2.652
H -4.007 -3.417 3.816
H -6.052 -2.209 4.561
H -6.250 0.220 4.158
H -5.316 2.307 3.343
H -3.505 3.520 2.179
H -1.589 2.313 1.244
N -1.758 1.488 -3.297
C -2.229 2.312 -2.633
N -2.766 3.268 -1.903
C -2.006 4.486 -1.609
C -2.394 5.009 -0.237
C -3.897 5.317 -0.141
C -4.729 4.414 -1.066
C -4.072 3.056 -1.262
H -2.202 5.246 -2.376
H -0.943 4.248 -1.642
H -1.805 5.901 -0.017
H -2.120 4.255 0.502
H -4.086 6.363 -0.394
H -4.217 5.183 0.893
H -4.837 4.881 -2.048
H -5.733 4.275 -0.664
H -4.674 2.435 -1.924
H -3.949 2.529 -0.311

Record 2
104
Properties=species:S:1:pos:R:3 method="wB97M-V/def2-TZVPD" de_lowest_ev=0.865 e_homo_ha=-0.3687 gap_ha=0.336 e_lumo_ev=-0.9020 smiles="O=[N+]([O-])c1ccccc1.O=[N+]([O-])c1ccccc1.O=[N+]([O-])c1ccccc1.O=[N+]([O-])c1ccccc1.ClCCCl.ClCCCl.ClCCCl.ClCCCl.ClCCCl.ClCCCl" total_charge=0 e_tot_ha=-7741.0717
Cl -0.128 0.609 4.224
C -1.399 -0.379 3.495
C -0.928 -1.809 3.263
Cl -0.562 -2.596 4.819
H -1.506 0.078 2.511
H -2.288 -0.233 4.101
H 0.016 -1.667 2.742
H -1.666 -2.447 2.791
Cl -4.178 -2.546 -5.000
C -3.244 -2.008 -3.577
C -2.075 -1.141 -3.982
Cl -2.541 0.444 -4.662
H -2.857 -2.891 -3.075
H -3.901 -1.427 -2.936
H -1.340 -1.658 -4.591
H -1.583 -0.868 -3.045
Cl -2.231 6.323 0.458
C -1.693 4.805 1.196
C -2.651 4.205 2.178
Cl -2.793 5.227 3.632
H -0.738 5.095 1.639
H -1.402 4.098 0.417
H -2.381 3.163 2.360
H -3.641 4.114 1.728
Cl -2.957 5.635 -5.361
C -1.451 4.817 -4.977
C -0.663 5.540 -3.895
Cl -0.848 4.728 -2.288
H -0.790 4.825 -5.854
H -1.533 3.741 -4.833
H -1.075 6.534 -3.756
H 0.405 5.592 -4.074
Cl 4.101 -1.931 6.375
C 2.786 -2.029 5.228
C 3.277 -2.161 3.805
Cl 4.296 -0.790 3.307
H 2.144 -1.153 5.319
H 2.219 -2.911 5.517
H 2.461 -2.191 3.085
H 3.906 -3.045 3.714
Cl -1.431 0.373 -0.098
C -0.008 1.228 -0.700
C 1.128 1.317 0.301
Cl 1.567 -0.281 0.914
H -0.336 2.204 -1.049
H 0.355 0.680 -1.568
H 0.890 1.915 1.181
H 2.019 1.745 -0.153
C 3.807 -4.723 0.509
C 2.600 -4.678 1.222
C 1.492 -4.090 0.654
C 1.561 -3.602 -0.652
C 2.707 -3.770 -1.380
C 3.840 -4.329 -0.826
N 0.415 -2.921 -1.254
O -0.636 -3.532 -1.268
O 0.605 -1.796 -1.638
H 4.643 -5.248 0.952
H 2.520 -4.985 2.256
H 0.563 -3.897 1.181
H 2.720 -3.354 -2.385
H 4.777 -4.496 -1.337
C 2.686 2.544 8.007
C 2.334 3.860 7.747
C 2.033 4.263 6.465
C 2.204 3.372 5.413
C 2.550 2.056 5.685
C 2.819 1.621 6.970
N 1.706 3.679 4.066
O 2.345 3.195 3.147
O 0.754 4.417 3.953
H 2.900 2.226 9.019
H 2.284 4.550 8.579
H 1.561 5.203 6.197
H 2.677 1.367 4.855
H 3.005 0.591 7.237
C 3.050 0.612 -8.785
C 2.176 1.348 -7.999
C 2.006 1.048 -6.658
C 2.663 -0.042 -6.120
C 3.554 -0.782 -6.881
C 3.759 -0.443 -8.203
N 2.423 -0.425 -4.731
O 1.911 0.410 -4.014
O 2.782 -1.515 -4.346
H 3.261 0.868 -9.814
H 1.633 2.184 -8.418
H 1.374 1.638 -6.008
H 3.981 -1.685 -6.465
H 4.478 -0.941 -8.840
C -3.600 -2.350 0.374
C -4.556 -1.455 -0.096
C -5.866 -1.863 -0.266
C -6.184 -3.167 0.123
C -5.234 -4.084 0.496
C -3.910 -3.671 0.642
N -7.599 -3.562 0.184
O -8.422 -2.675 0.083
O -7.869 -4.722 0.397
H -2.571 -2.029 0.489
H -4.310 -0.437 -0.372
H -6.669 -1.200 -0.548
H -5.395 -5.145 0.635
H -3.090 -4.309 0.941

Record 3
84
Properties=species:S:1:pos:R:3 method="wB97M-V/def2-TZVPD" de_lowest_ev=0.720 e_homo_ha="-0.2631 / -0.2468" gap_ha="0.234 / 0.193" e_lumo_ev="-0.7927 / -1.4637" total_charge=0 e_tot_ha=-1950.3502
C 0.928 2.163 -0.947
C -0.030 2.694 -1.849
C -1.214 2.994 -1.122
H 0.112 2.849 -2.913
C -0.976 2.676 0.253
C 0.344 2.166 0.361
H 0.829 1.849 1.286
H 1.931 1.821 -1.198
H -2.137 3.401 -1.538
H -1.677 2.824 1.071
Hg -2.062 -2.711 -1.223
C -1.393 -2.471 -4.037
H -2.322 -2.155 -3.505
H -0.996 -3.397 -3.610
H -1.774 -2.600 -5.060
Si 0.296 -0.970 -3.974
C 1.786 -0.630 -5.069
C 2.372 0.608 -4.661
H 1.743 1.422 -4.249
C 3.762 0.777 -4.630
H 4.211 1.668 -4.168
C 4.588 -0.197 -5.212
H 5.680 -0.070 -5.210
C 3.985 -1.256 -5.914
H 4.631 -1.949 -6.472
C 2.580 -1.436 -5.894
H 2.142 -2.243 -6.493
C -0.786 0.521 -4.603
C -0.481 1.269 -5.751
H 0.312 0.944 -6.426
C -1.138 2.480 -6.008
H -0.817 3.088 -6.849
C -2.205 2.871 -5.202
H -2.747 3.789 -5.419
C -2.647 2.039 -4.163
H -3.539 2.298 -3.580
C -1.942 0.864 -3.876
H -2.275 0.232 -3.032
H -0.596 -1.373 -2.601
H 1.309 -0.756 -2.819
C -4.930 1.445 4.171
C -3.440 1.106 4.237
C -2.662 2.397 4.557
C -3.225 0.113 5.393
C -2.948 0.500 2.918
C -3.735 0.419 1.775
C -3.281 -0.329 0.687
N -2.107 -0.980 0.692
C -1.240 -0.774 1.713
C -1.653 -0.027 2.844
C 0.153 -1.312 1.587
C 1.039 -1.295 2.699
C 2.333 -1.812 2.563
C 2.739 -2.195 1.281
C 1.801 -2.156 0.230
N 0.521 -1.782 0.371
C 3.240 -1.972 3.799
C 4.451 -2.869 3.525
C 3.769 -0.605 4.275
C 2.456 -2.600 4.971
H -5.270 1.822 5.144
H -5.520 0.553 3.934
H -5.131 2.218 3.421
H -3.049 2.839 5.491
H -1.587 2.201 4.685
H -2.787 3.134 3.750
H -3.735 -0.834 5.174
H -2.159 -0.089 5.561
H -3.650 0.525 6.318
H -4.702 0.893 1.711
H -3.894 -0.437 -0.212
H -0.930 0.114 3.655
H 0.677 -0.900 3.652
H 3.753 -2.554 1.074
H 2.102 -2.465 -0.770
H 5.128 -2.414 2.800
H 5.010 -3.013 4.460
H 4.141 -3.853 3.167
H 2.951 0.087 4.518
H 4.383 -0.751 5.181
H 4.401 -0.146 3.503
H 1.640 -1.942 5.318
H 2.024 -3.571 4.665
H 3.136 -2.777 5.815

Record 4
86
Properties=species:S:1:pos:R:3 method="wB97M-V/def2-TZVPD" e_homo_ha=-0.3314 gap_ha=0.299 e_lumo_ev=-0.8718 smiles="CC(C)[C@H](C)COc1cc2c(c(C[C@@H](C)OCc3ccccc3)c1CCCN)C(=O)c1cc(CCCI)ccc1C2=O" total_charge=0 e_tot_ha=-2051.4243
C 3.104 -1.614 1.771
C 1.579 -1.199 1.917
C 1.453 0.397 2.059
C 0.464 0.963 1.003
C -0.989 0.792 1.286
C -1.524 0.130 2.588
C -2.384 1.241 3.366
C -1.368 2.196 4.126
N -1.834 3.608 4.086
C -1.953 1.281 0.273
O -3.333 1.159 0.392
C -3.798 -0.193 0.185
C -3.135 -0.947 -1.034
C -1.986 -1.936 -0.498
C -4.164 -1.889 -1.809
C -3.488 -2.467 -3.138
C -5.475 -1.140 -2.274
C -1.468 1.957 -0.952
C -0.050 2.138 -1.165
C 0.957 1.623 -0.197
C 2.431 1.880 -0.552
O 3.352 2.012 0.227
C 2.778 2.035 -2.076
C 4.094 1.676 -2.623
C 4.393 1.858 -4.054
C 5.764 1.473 -4.697
C 6.793 2.665 -4.806
C 6.369 3.648 -5.963
I 8.036 4.726 -6.822
C 3.374 2.431 -4.969
C 2.062 2.770 -4.440
C 1.795 2.559 -3.026
C 0.392 2.902 -2.459
O -0.326 3.742 -2.958
O 1.029 -1.887 3.046
C 0.338 -3.081 2.684
C -0.800 -3.436 3.712
C -2.217 -3.369 3.360
C -3.319 -3.646 4.271
C -3.013 -4.020 5.648
C -1.601 -4.135 6.023
C -0.495 -3.859 5.096
H 3.577 -1.778 2.777
H 3.707 -0.890 1.166
H 3.176 -2.604 1.230
H 1.094 -1.461 0.936
H 1.121 0.592 3.119
H 2.493 0.791 1.986
H -2.157 -0.775 2.426
H -0.719 -0.168 3.309
H -2.998 1.871 2.679
H -2.974 0.703 4.150
H -1.304 1.928 5.220
H -0.308 2.086 3.737
H -1.166 4.210 4.564
H -1.988 3.896 3.120
H -4.921 -0.126 0.107
H -3.616 -0.837 1.097
H -2.733 -0.253 -1.827
H -2.166 -2.997 -0.819
H -1.038 -1.591 -1.008
H -1.826 -1.858 0.603
H -4.392 -2.807 -1.188
H -4.067 -3.323 -3.570
H -3.417 -1.593 -3.851
H -2.436 -2.814 -2.975
H -6.241 -1.279 -1.455
H -5.325 -0.068 -2.549
H -5.892 -1.725 -3.146
H -2.181 2.344 -1.722
H 4.902 1.247 -1.975
H 5.531 1.123 -5.747
H 6.152 0.573 -4.155
H 6.783 3.214 -3.832
H 7.809 2.227 -5.024
H 5.673 4.416 -5.526
H 5.861 3.090 -6.789
H 3.594 2.605 -6.051
H 1.269 3.204 -5.092
H 1.022 -3.973 2.645
H -0.173 -3.014 1.683
H -2.477 -3.080 2.309
H -4.380 -3.543 3.930
H -3.857 -4.203 6.353
H -1.391 -4.449 7.077
H 0.547 -3.958 5.475

Record 5
92
Properties=species:S:1:pos:R:3 method="wB97M-V/def2-TZVPD" de_lowest_ev=0.000 e_homo_ha="-0.3696 / -0.3805" gap_ha="0.294 / 0.296" e_lumo_ev="-2.0627 / -2.3030" total_charge=+1 multiplicity=5 e_tot_ha=-4338.2518
Cr -1.166 2.202 -0.937
C -4.157 -0.486 4.009
Si -3.276 1.168 3.932
C -4.088 2.420 5.050
C -1.493 0.863 4.374
C -3.591 1.738 2.132
C -4.908 1.694 1.682
C -5.260 1.984 0.365
C -4.251 2.235 -0.527
N -2.970 2.284 -0.142
C -2.640 2.140 1.172
S -0.956 2.544 1.425
H -4.049 -0.944 4.999
H -3.728 -1.172 3.270
H -5.230 -0.397 3.800
H -4.021 2.109 6.099
H -5.148 2.534 4.802
H -3.612 3.400 4.957
H -1.439 0.443 5.388
H -0.885 1.768 4.349
H -1.047 0.139 3.687
H -5.698 1.429 2.382
H -6.292 1.978 0.041
H -4.452 2.418 -1.576
N 0.715 2.526 -1.645
S 1.928 2.883 -0.649
C 2.157 4.663 -0.616
C 3.235 5.164 0.103
C 3.413 6.537 0.168
C 2.514 7.386 -0.471
C 1.434 6.866 -1.169
C 1.245 5.491 -1.240
C 3.427 2.374 -1.475
C 3.904 3.059 -2.583
C 5.020 2.568 -3.239
C 5.651 1.414 -2.781
C 5.167 0.744 -1.666
C 4.044 1.223 -1.005
H 0.938 2.764 -2.602
H 3.933 4.493 0.597
H 4.251 6.944 0.722
H 2.657 8.460 -0.419
H 0.730 7.530 -1.656
H 0.399 5.073 -1.767
H 3.426 3.973 -2.923
H 5.409 3.095 -4.102
H 6.527 1.040 -3.298
H 5.666 -0.148 -1.306
H 3.654 0.711 -0.129
C -0.866 -5.768 -3.270
C -0.059 -5.221 -2.078
C -0.193 -6.223 -0.922
C 1.419 -5.120 -2.477
C -0.613 -3.840 -1.622
O -1.950 -3.965 -1.151
C 0.323 -3.201 -0.558
C -0.363 -2.400 0.559
C 0.668 -1.896 1.537
C 1.226 -0.630 1.406
C 2.190 -0.172 2.293
C 2.613 -0.996 3.322
Cl 3.812 -0.428 4.439
C 2.077 -2.266 3.474
C 1.110 -2.705 2.580
C -0.745 -2.931 -2.854
N -1.331 -1.620 -2.569
C -0.723 -0.486 -2.243
N -1.631 0.468 -2.088
C -2.812 -0.165 -2.371
N -2.666 -1.425 -2.676
H -0.708 -6.845 -3.357
H -0.550 -5.318 -4.216
H -1.936 -5.597 -3.137
H 0.367 -7.127 -1.168
H -1.233 -6.531 -0.770
H 0.203 -5.843 0.025
H 1.747 -6.082 -2.878
H 2.063 -4.879 -1.626
H 1.584 -4.371 -3.258
H -1.993 -4.674 -0.500
H 1.050 -2.554 -1.064
H 0.912 -3.978 -0.072
H -1.082 -3.035 1.076
H -0.927 -1.560 0.153
H 0.870 0.038 0.627
H 2.593 0.830 2.208
H 2.406 -2.898 4.290
H 0.677 -3.694 2.714
H -1.412 -3.398 -3.568
H 0.227 -2.770 -3.309
H 0.345 -0.366 -2.115
H -3.776 0.317 -2.365